Record 1
{
  "formula": "C25H30BrF5N4OS4SbTi",
  "method": "ωB97M-V/def2-TZVPD",
  "symbols": ["Ti", "S", "C", "C", "C", "C", "N", "C", "C", "C", "S", "C", "N", "H", "H", "C", "C", "Sb", "C", "C", "C", "C", "H", "H", "H", "H", "H", "H", "H", "H", "H", "H", "H", "H", "H", "H", "H", "C", "O", "H", "H", "H", "H", "Br", "C", "C", "C", "C", "C", "N", "H", "H", "H", "H", "F", "C", "F", "C", "F", "F", "F", "S", "C", "N", "C", "C", "S", "H", "H", "H", "H", "H"],
  "positions_angstrom": [[1.1271, -0.9713, -1.0407], [0.4196, 1.2625, -1.5449], [-0.1799, 0.9610, -3.1788], [-1.2543, 1.6913, -3.6771], [-1.7474, 1.4717, -4.9542], [-2.8663, 2.2599, -5.4363], [-3.7460, 2.8989, -5.8127], [-1.1458, 0.4976, -5.7583], [-0.0708, -0.2274, -5.2738], [0.4357, -0.0235, -3.9839], [1.7927, -0.9592, -3.3984], [-1.6405, 0.2295, -7.0985], [-2.0196, 0.0027, -8.1604], [-1.7211, 2.4405, -3.0494], [0.3879, -0.9811, -5.9000], [3.4580, 4.3233, 1.1072], [3.4001, 2.8477, 0.7056], [1.8539, 1.6030, 1.5402], [0.4416, 3.1805, 1.9828], [0.6547, 3.9944, 3.2629], [2.5875, 1.3099, 3.5580], [3.7732, 2.1805, 4.0013], [4.2369, 4.8470, 0.5443], [3.6840, 4.4491, 2.1670], [2.5155, 4.8354, 0.9042], [4.3456, 2.3458, 0.9242], [3.2318, 2.7448, -0.3680], [-0.5428, 2.7074, 2.0006], [0.4576, 3.8275, 1.1029], [0.6120, 3.3658, 4.1543], [-0.1232, 4.7568, 3.3727], [1.6168, 4.5080, 3.2668], [2.8563, 0.2532, 3.6177], [1.7285, 1.4582, 4.2175], [4.5990, 2.1255, 3.2881], [4.1623, 1.8597, 4.9727], [3.4872, 3.2295, 4.0940], [-0.2629, -1.7562, 2.1419], [-0.1083, -1.0232, 0.9357], [-0.7877, -1.1548, 2.8853], [0.7219, -2.0055, 2.5265], [-0.8142, -2.6825, 1.9620], [-0.8273, -0.3643, 0.8813], [1.3431, -4.1897, -2.1944], [-0.3801, -3.4030, -2.0552], [-1.4600, -4.1236, -2.4452], [-2.7483, -3.5335, -2.4299], [-2.8136, -2.1807, -2.0169], [-1.6969, -1.5106, -1.6162], [-0.4164, -2.0971, -1.5957], [-1.3123, -5.1423, -2.7754], [-3.6205, -4.0727, -2.7706], [-3.7544, -1.6390, -2.0408], [-1.7506, -0.4712, -1.3284], [3.9922, -2.0152, -1.5007], [3.1824, -1.3714, -0.5985], [3.9304, -0.2743, -0.1800], [3.0911, -2.3104, 0.6366], [1.8865, -2.9681, 0.5712], [4.0322, -3.2488, 0.7546], [3.0623, -1.6334, 1.7980], [-2.7519, 0.7908, 1.3882], [-3.4426, -0.6043, 1.9446], [-3.7502, -1.6663, 1.2048], [-3.9637, -2.9189, 1.9244], [-4.5812, -2.5154, 3.2604], [-3.8728, -0.8783, 3.6142], [-3.3151, -1.7009, 0.2798], [-3.0166, -3.4375, 2.0756], [-4.6237, -3.5704, 1.3556], [-4.3144, -3.2066, 4.0555], [-5.6643, -2.4268, 3.2021]],
  "forces_ev_per_a": [[-0.815, 1.014, -0.361], [-0.366, 0.125, -0.013], [0.199, 0.045, 0.061], [0.019, 0.052, 0.178], [-0.498, 0.378, -0.177], [0.421, -0.305, 0.145], [0.015, -0.023, 0.038], [-0.187, -0.153, -0.615], [0.157, -0.095, 0.092], [0.107, 0.018, -0.039], [-0.066, 0.232, -0.149], [0.182, 0.093, 0.491], [0.019, 0.013, 0.038], [0.026, -0.012, -0.015], [-0.009, 0.000, 0.005], [0.030, -0.128, -0.073], [0.088, 0.151, 0.098], [-0.016, 0.083, -0.033], [-0.061, 0.098, 0.157], [-0.066, -0.036, -0.142], [0.321, 0.135, 0.110], [-0.175, -0.136, -0.022], [-0.023, -0.012, 0.005], [-0.009, -0.008, -0.018], [0.015, -0.023, 0.014], [-0.009, 0.003, -0.066], [0.069, 0.021, -0.022], [0.019, 0.035, -0.017], [-0.050, -0.013, -0.002], [0.014, -0.001, -0.020], [0.019, -0.021, -0.003], [-0.004, -0.018, -0.010], [-0.003, 0.034, 0.010], [0.042, -0.041, 0.011], [-0.044, 0.000, 0.023], [-0.023, 0.004, -0.014], [-0.004, -0.032, -0.017], [0.101, -0.027, 0.026], [-0.019, 0.185, -0.054], [-0.037, 0.010, -0.014], [0.006, -0.004, 0.008], [-0.011, -0.038, -0.019], [0.089, 0.010, -0.043], [-0.088, -0.102, 0.055], [0.067, 0.472, 0.054], [-0.406, -0.038, -0.053], [0.146, 0.115, 0.128], [-0.114, -0.251, -0.110], [0.349, -0.411, 0.001], [-0.956, -0.936, -0.273], [-0.010, 0.017, -0.043], [0.036, 0.016, 0.018], [0.040, -0.006, -0.020], [0.089, 0.081, 0.024], [-0.102, -0.096, -0.034], [0.918, -0.427, 0.747], [0.043, 0.000, -0.011], [0.111, -0.079, 0.053], [0.300, -0.007, 0.023], [0.033, -0.032, -0.069], [0.050, 0.072, 0.002], [-0.024, 0.147, 0.095], [-0.105, 0.308, 0.098], [0.415, -0.619, -0.350], [-0.211, 0.156, -0.025], [0.026, 0.074, -0.024], [0.041, 0.027, 0.246], [-0.162, -0.040, -0.019], [0.110, -0.008, 0.001], [-0.019, -0.001, -0.034], [-0.031, -0.016, 0.005], [-0.012, -0.024, -0.038]],
  "nbo_charge": [1.13, -0.31, -0.17, -0.19, -0.12, 0.30, -0.35, -0.16, -0.18, -0.15, -0.23, 0.30, -0.34, 0.23, 0.23, -0.62, -0.75, 1.12, -0.76, -0.62, -0.76, -0.62, 0.20, 0.20, 0.20, 0.22, 0.24, 0.22, 0.22, 0.20, 0.20, 0.20, 0.22, 0.21, 0.20, 0.20, 0.20, -0.25, -0.79, 0.19, 0.20, 0.17, 0.52, 0.11, 0.11, -0.28, -0.31, -0.28, -0.06, -0.75, 0.22, 0.21, 0.22, 0.23, -0.33, 0.15, -0.35, 0.89, -0.33, -0.31, -0.32, -0.16, -0.06, -0.60, -0.22, -0.54, 0.31, 0.44, 0.20, 0.22, 0.23, 0.22],
  "multiplicity": 3,
  "charge": -1,
  "s_squared": 2.024,
  "homo_energy_ev": [-3.00, -4.97]
}


Record 2
{
  "formula": "C13H29IN4O3OsSe2",
  "method": "ωB97M-V/def2-TZVPD",
  "symbols": ["Os", "C", "C", "N", "C", "C", "N", "C", "C", "N", "H", "H", "H", "H", "H", "H", "H", "H", "H", "H", "H", "H", "H", "H", "H", "O", "C", "C", "C", "O", "C", "Se", "C", "Se", "H", "H", "H", "H", "H", "H", "H", "H", "H", "H", "N", "C", "O", "C", "I", "H", "H", "H", "H"],
  "positions_angstrom": [[0.5383, 0.2432, 0.1855], [0.6403, 2.9431, 1.8191], [1.0390, 1.9149, 2.8598], [0.8806, 0.4935, 2.3874], [2.0452, -0.3721, 2.7954], [2.9761, -0.7082, 1.6194], [2.7263, 0.2230, 0.4759], [3.3487, 1.5669, 0.7182], [2.5281, 2.7077, 0.1556], [1.0984, 2.5662, 0.4716], [-0.4455, 3.0176, 1.7652], [1.0190, 3.9221, 2.1253], [2.0748, 2.0376, 3.1612], [0.4481, 2.0584, 3.7641], [0.0538, 0.0991, 2.8288], [2.5702, 0.1377, 3.6007], [1.6543, -1.3020, 3.1964], [4.0227, -0.6544, 1.9194], [2.7641, -1.7074, 1.2595], [3.1589, -0.1863, -0.3501], [3.4947, 1.6629, 1.7910], [4.3463, 1.5732, 0.2794], [2.9400, 3.6517, 0.5228], [2.6088, 2.7182, -0.9315], [0.5604, 3.0864, -0.2125], [-1.3862, -2.0553, -1.5779], [-2.1328, -1.5532, -2.6833], [-2.1894, -0.0530, -2.6310], [-3.1984, 0.3205, -3.7476], [-3.2424, 1.7323, -3.8605], [-0.9060, 0.6536, -3.0153], [0.7820, 0.1318, -2.1589], [-2.8108, 0.4905, -1.3516], [-1.7748, 0.7013, 0.3098], [-1.3076, -3.0052, -1.7003], [-3.1675, -1.9173, -2.6619], [-1.6911, -1.8532, -3.6391], [-4.1798, -0.0879, -3.4910], [-2.8712, -0.1469, -4.6805], [-3.8435, 1.9896, -4.5679], [-0.9891, 1.7248, -2.8601], [-0.6777, 0.4972, -4.0693], [-3.6601, -0.1126, -1.0303], [-3.1526, 1.5100, -1.5201], [0.1859, -4.3044, 0.9911], [-0.1983, -3.0580, 1.2354], [0.5797, -2.1113, 1.0122], [-1.5454, -2.8056, 1.8511], [-3.0746, -4.1733, 1.3896], [1.1106, -4.4749, 0.6314], [-0.4274, -5.0840, 1.1769], [-1.8841, -1.8357, 1.5065], [-1.4391, -2.8134, 2.9351]],
  "forces_ev_per_a": [[-0.145, 0.292, -0.159], [-0.025, 0.040, -0.165], [-0.014, -0.244, 0.156], [0.084, -0.140, 0.144], [-0.132, 0.072, 0.051], [0.008, 0.200, -0.184], [0.120, -0.201, 0.111], [0.127, -0.270, -0.012], [-0.079, 0.112, -0.051], [0.126, 0.236, 0.102], [-0.024, 0.003, 0.006], [0.036, 0.006, -0.007], [0.014, 0.100, -0.044], [-0.040, 0.031, -0.017], [0.048, 0.056, 0.014], [0.073, -0.053, 0.003], [0.003, -0.015, 0.027], [0.021, 0.025, 0.037], [0.026, -0.046, 0.006], [0.015, 0.025, 0.036], [-0.046, 0.046, 0.006], [0.012, 0.056, -0.022], [-0.016, 0.026, 0.020], [0.004, -0.019, -0.013], [-0.002, -0.042, 0.031], [-0.187, -0.015, -0.162], [0.052, -0.354, 0.169], [-0.313, 0.541, -0.162], [-0.137, 0.299, -0.038], [0.066, -0.161, 0.032], [0.281, 0.120, -0.072], [0.126, -0.107, 0.021], [-0.036, 0.016, 0.090], [-0.039, -0.019, 0.061], [0.028, -0.177, 0.071], [0.112, -0.173, 0.069], [0.078, -0.099, 0.063], [-0.053, 0.002, 0.023], [0.024, 0.007, -0.057], [0.003, -0.037, 0.026], [-0.041, 0.061, -0.009], [-0.051, -0.048, -0.011], [0.011, -0.038, -0.068], [-0.062, -0.010, -0.047], [-0.204, -0.076, 0.053], [0.306, -0.082, -0.174], [-0.111, 0.036, 0.125], [0.098, 0.171, -0.034], [-0.248, -0.281, -0.111], [0.017, -0.031, -0.011], [0.036, -0.015, -0.038], [0.029, 0.094, 0.109], [0.023, 0.079, 0.006]],
  "nbo_charge": [0.92, -0.25, -0.24, -0.66, -0.24, -0.25, -0.65, -0.24, -0.25, -0.62, 0.23, 0.23, 0.21, 0.24, 0.42, 0.22, 0.24, 0.23, 0.25, 0.42, 0.21, 0.25, 0.23, 0.23, 0.42, -0.75, -0.06, -0.16, -0.04, -0.73, -0.52, 0.22, -0.51, 0.17, 0.49, 0.19, 0.19, 0.19, 0.19, 0.50, 0.26, 0.25, 0.25, 0.27, -0.76, 0.69, -0.74, -0.67, 0.18, 0.42, 0.43, 0.25, 0.26],
  "multiplicity": 5,
  "charge": 2,
  "s_squared": 6.029,
  "homo_energy_ev": [-13.87, -14.70]
}


Record 3
{
  "formula": "C2H8NO2",
  "method": "ωB97M-V/def2-TZVPD",
  "symbols": ["C", "O", "H", "H", "H", "N", "C", "O", "H", "H", "H", "H", "H"],
  "positions_angstrom": [[0.7752, 2.4061, 0.4704], [-0.0468, 1.9584, -0.6186], [0.3746, 2.2053, 1.4537], [1.0660, 3.4559, 0.2764], [1.7264, 1.8579, 0.4205], [-0.3496, -2.4563, -0.8161], [0.0340, -1.6441, 0.4330], [-0.5146, -0.4237, 0.5079], [-0.3157, -2.0789, -1.7532], [-1.3187, -2.7017, -0.6474], [1.1375, -1.7241, 0.4302], [-0.3803, -2.2942, 1.2225], [-0.2789, 1.0739, -0.1899]],
  "forces_ev_per_a": [[1.060, 0.284, -1.855], [0.195, -0.053, 1.913], [-0.473, 0.274, 0.252], [-0.454, -0.174, 0.475], [0.082, -0.076, 0.196], [-0.348, -1.202, 0.923], [-0.881, 0.485, -1.470], [0.406, 0.249, 0.125], [0.320, 0.875, 0.338], [-0.060, 0.029, -0.305], [0.155, 0.307, 0.234], [0.347, -0.354, 0.209], [-0.348, -0.641, -1.035]],
  "nbo_charge": [-0.25, -0.79, 0.17, 0.14, 0.14, -0.94, 0.14, -0.96, 0.34, 0.33, 0.08, 0.08, 0.52],
  "charge": -1,
  "homo_energy_ev": -3.17
}


Record 4
{
  "formula": "C6H4O",
  "method": "ωB97M-V/def2-TZVPD",
  "symbols": ["C", "C", "C", "C", "C", "C", "O", "H", "H", "H", "H"],
  "positions_angstrom": [[-1.4829, -2.8220, -0.5563], [-0.8641, -1.7161, -0.4663], [-0.2333, -0.4862, -0.0758], [0.8267, 0.2135, -0.5651], [0.9520, 1.3692, 0.2650], [-0.0363, 1.2706, 1.1906], [-0.7720, 0.1555, 0.9949], [-1.1807, -1.9611, -1.5895], [1.4436, -0.0672, -1.4079], [1.6849, 2.1593, 0.1842], [-0.3379, 1.8846, 2.0260]],
  "forces_ev_per_a": [[0.367, 0.581, -0.052], [-0.215, -0.409, 0.193], [0.166, 0.022, -0.129], [-0.083, -0.123, 0.003], [-0.078, 0.028, 0.097], [0.140, 0.167, -0.014], [-0.026, -0.026, -0.007], [-0.109, -0.087, -0.138], [-0.111, 0.029, 0.149], [-0.126, -0.119, 0.026], [0.073, -0.062, -0.129]],
  "nbo_charge": [0.02, -0.41, 0.20, -0.25, -0.31, 0.11, -0.38, 0.33, 0.24, 0.24, 0.21],
  "homo_energy_ev": -9.16
}


Copy entry 4 word for word.
{
  "formula": "C6H4O",
  "method": "ωB97M-V/def2-TZVPD",
  "symbols": ["C", "C", "C", "C", "C", "C", "O", "H", "H", "H", "H"],
  "positions_angstrom": [[-1.4829, -2.8220, -0.5563], [-0.8641, -1.7161, -0.4663], [-0.2333, -0.4862, -0.0758], [0.8267, 0.2135, -0.5651], [0.9520, 1.3692, 0.2650], [-0.0363, 1.2706, 1.1906], [-0.7720, 0.1555, 0.9949], [-1.1807, -1.9611, -1.5895], [1.4436, -0.0672, -1.4079], [1.6849, 2.1593, 0.1842], [-0.3379, 1.8846, 2.0260]],
  "forces_ev_per_a": [[0.367, 0.581, -0.052], [-0.215, -0.409, 0.193], [0.166, 0.022, -0.129], [-0.083, -0.123, 0.003], [-0.078, 0.028, 0.097], [0.140, 0.167, -0.014], [-0.026, -0.026, -0.007], [-0.109, -0.087, -0.138], [-0.111, 0.029, 0.149], [-0.126, -0.119, 0.026], [0.073, -0.062, -0.129]],
  "nbo_charge": [0.02, -0.41, 0.20, -0.25, -0.31, 0.11, -0.38, 0.33, 0.24, 0.24, 0.21],
  "homo_energy_ev": -9.16
}